*A*
The following is a DFT calculation (the ωB97M-V functional and the def2-TZVPD basis) of an isolated molecule of FNO3S.

Element x y z (Å)
N -1.553 -0.694 -0.125
O -0.340 -0.706 -0.619
O -1.630 0.024 0.789
O 0.856 1.802 -0.444
F 1.968 -0.684 -0.009
S 0.699 0.257 0.408

* charge: 0
* lowest unoccupied orbital energy: -1.03 eV

***

*B*
The following is a DFT calculation (the ωB97M-V functional and the def2-TZVPD basis) of an isolated molecule of FNO3S.

Element x y z (Å)
N -1.325 -0.235 -0.419
O -2.337 0.053 0.098
O 2.196 0.926 0.318
O -0.207 0.438 0.127
F 1.409 -1.430 0.199
S 1.353 0.111 -0.465

* charge: 0
* lowest unoccupied orbital energy: -0.72 eV

***

Q: Which of them is the least stable? A: *A*.

***

*A*
The following is a DFT calculation (the ωB97M-V functional and the def2-TZVPD basis) of a cluster of 14 separate species, C38H112N20O14 in total.

Element x y z (Å)
C -4.628 1.644 1.129
C -4.805 0.869 2.423
C -3.482 0.448 3.044
O -3.727 -0.096 4.313
C -2.571 -0.700 4.874
N -5.434 1.810 3.391
H -4.161 1.111 0.296
H -4.018 2.545 1.248
H -5.538 2.060 0.690
H -5.393 -0.048 2.311
H -2.826 1.325 3.087
H -3.029 -0.284 2.365
H -1.772 0.029 4.714
H -2.383 -1.667 4.396
H -2.630 -0.947 5.933
H -5.323 1.427 4.324
H -6.421 1.805 3.161
C -2.246 0.852 -6.194
C -1.007 1.125 -5.320
C -0.624 2.603 -5.119
O 0.195 3.006 -6.178
C 1.194 3.945 -5.895
N -1.200 0.434 -4.062
H -2.187 -0.110 -6.704
H -2.169 1.551 -7.037
H -3.236 1.028 -5.781
H -0.094 0.756 -5.809
H -0.015 2.618 -4.205
H -1.512 3.232 -5.021
H 2.058 3.743 -6.529
H 1.532 3.821 -4.859
H 0.821 4.957 -6.076
H -1.570 -0.502 -4.148
H -0.328 0.413 -3.540
C 6.538 3.672 0.772
C 6.804 3.815 -0.729
C 5.545 4.255 -1.451
O 4.575 3.231 -1.460
C 3.281 3.679 -1.759
N 7.930 4.705 -0.867
H 6.506 4.629 1.292
H 7.406 3.119 1.144
H 5.711 2.981 0.940
H 7.059 2.797 -1.038
H 5.843 4.429 -2.496
H 5.229 5.232 -1.066
H 2.511 2.910 -1.726
H 3.240 4.139 -2.753
H 2.866 4.458 -1.104
H 8.160 4.911 -1.835
H 7.671 5.611 -0.485
C -1.667 -7.410 -2.172
C -1.615 -6.049 -2.888
C -2.994 -5.393 -3.029
O -3.390 -4.710 -1.852
C -4.743 -4.690 -1.536
N -0.667 -5.266 -2.062
H -1.761 -7.298 -1.089
H -0.701 -7.917 -2.239
H -2.387 -8.103 -2.611
H -1.193 -6.412 -3.827
H -3.642 -6.206 -3.363
H -2.911 -4.673 -3.848
H -5.110 -5.686 -1.259
H -5.426 -4.277 -2.286
H -4.922 -4.068 -0.658
H -0.366 -4.497 -2.658
H -1.330 -4.860 -1.395
C -4.341 8.068 -0.481
C -2.895 7.702 -0.791
C -1.946 8.648 -0.044
O -0.613 8.227 -0.320
C 0.332 8.987 0.424
N -2.629 6.334 -0.364
H -4.993 7.634 -1.243
H -4.517 9.141 -0.562
H -4.657 7.609 0.455
H -2.666 7.776 -1.856
H -2.126 8.576 1.037
H -2.110 9.698 -0.315
H 0.254 10.080 0.464
H 1.338 8.776 0.075
H 0.134 8.706 1.466
H -2.825 6.106 0.608
H -1.615 6.246 -0.315
C 5.264 -0.091 -0.489
C 6.110 -0.912 0.453
C 7.560 -0.413 0.367
O 8.318 -1.159 1.304
C 9.666 -0.758 1.377
N 5.558 -0.711 1.820
H 4.241 -0.455 -0.448
H 5.705 -0.280 -1.474
H 5.378 0.982 -0.327
H 5.904 -1.947 0.175
H 7.605 0.679 0.450
H 8.001 -0.648 -0.611
H 9.744 0.215 1.878
H 10.199 -0.709 0.425
H 10.164 -1.414 2.091
H 5.912 0.174 2.179
H 6.119 -1.401 2.321
C -2.349 -6.380 1.972
C -3.251 -6.498 3.247
C -4.656 -5.947 2.886
O -4.770 -4.747 2.153
C -4.061 -3.622 2.639
N -3.357 -7.935 3.575
H -1.324 -6.393 2.338
H -2.474 -5.474 1.373
H -2.476 -7.162 1.220
H -2.657 -6.039 4.035
H -5.206 -5.785 3.823
H -5.200 -6.712 2.334
H -4.734 -3.173 3.379
H -3.882 -2.890 1.853
H -3.131 -3.797 3.187
H -4.272 -8.289 3.310
H -2.769 -8.455 2.933
C -1.458 -2.097 -0.068
C -0.476 -1.029 -0.496
C -0.857 0.352 0.046
O 0.014 1.301 -0.539
C -0.496 2.632 -0.435
N 0.829 -1.471 0.036
H -2.488 -1.802 -0.301
H -1.535 -2.203 1.020
H -1.266 -3.117 -0.402
H -0.349 -0.865 -1.570
H -0.947 0.318 1.136
H -1.868 0.530 -0.341
H -0.580 2.919 0.618
H -1.513 2.598 -0.830
H 0.057 3.427 -0.933
H 1.441 -0.660 0.096
H 0.637 -1.796 0.989
C 1.885 1.106 3.455
O 1.077 0.960 4.387
N 2.281 2.350 3.092
N 2.355 0.116 2.660
H 1.848 3.089 3.616
H 2.715 2.404 2.189
H 3.264 0.207 2.234
H 1.821 -0.750 2.588
C -2.265 -2.700 -4.209
O -3.385 -2.209 -4.036
N -1.652 -2.693 -5.398
N -1.568 -3.200 -3.152
H -0.657 -2.791 -5.504
H -2.166 -2.328 -6.179
H -2.070 -3.276 -2.284
H -0.644 -3.573 -3.272
C -2.804 5.055 3.626
O -3.033 5.407 2.459
N -2.024 5.765 4.462
N -3.449 4.002 4.160
H -1.637 6.612 4.086
H -1.850 5.504 5.413
H -3.123 3.618 5.032
H -4.132 3.456 3.640
C 0.573 -2.736 3.792
O 0.903 -2.286 2.683
N 0.430 -4.077 3.969
N 0.417 -2.041 4.941
H 0.487 -4.718 3.194
H -0.049 -4.379 4.797
H 0.377 -2.495 5.831
H 0.675 -1.058 4.839
C 2.587 -0.367 -3.048
O 3.386 -0.064 -3.941
N 2.658 -1.481 -2.309
N 1.593 0.482 -2.669
H 3.308 -2.210 -2.539
H 1.953 -1.694 -1.614
H 1.595 1.427 -3.010
H 1.038 0.387 -1.819
C 1.505 -5.626 0.897
O 2.038 -5.838 1.995
N 1.867 -4.589 0.117
N 0.427 -6.340 0.471
H 2.372 -3.813 0.505
H 1.280 -4.463 -0.692
H 0.151 -7.051 1.121
H -0.030 -6.163 -0.415

* charge: 0
* lowest unoccupied orbital energy: 0.37 eV

***

*B*
The following is a DFT calculation (the ωB97M-V functional and the def2-TZVPD basis) of a cluster of 14 separate species, C38H112N20O14 in total.

Element x y z (Å)
C 3.608 0.986 10.703
C 4.451 0.663 9.424
C 3.914 -0.544 8.633
O 4.498 -0.763 7.287
C 3.688 -1.761 6.628
N 4.523 1.864 8.634
H 2.734 1.620 10.556
H 4.232 1.554 11.393
H 3.170 0.140 11.233
H 5.471 0.492 9.770
H 2.831 -0.425 8.648
H 4.206 -1.410 9.227
H 4.253 -2.680 6.477
H 3.403 -1.295 5.685
H 2.761 -2.119 7.076
H 3.717 1.967 8.035
H 5.286 1.774 7.979
C -7.224 -4.103 -6.926
C -6.619 -4.539 -5.635
C -6.416 -6.041 -5.422
O -7.692 -6.675 -5.418
C -7.827 -7.971 -4.835
N -5.276 -3.995 -5.609
H -6.657 -4.327 -7.829
H -7.246 -3.016 -7.011
H -8.248 -4.465 -7.017
H -7.270 -4.147 -4.853
H -5.966 -6.206 -4.443
H -5.727 -6.518 -6.119
H -6.984 -8.563 -5.191
H -8.817 -8.389 -5.015
H -7.729 -7.781 -3.766
H -4.836 -4.070 -4.703
H -5.306 -2.988 -5.691
C -5.805 6.485 2.652
C -4.653 5.826 3.347
C -3.333 5.835 2.605
O -2.924 7.191 2.490
C -1.724 7.134 1.645
N -4.583 6.482 4.664
H -6.792 6.242 3.046
H -5.772 6.165 1.610
H -5.710 7.566 2.547
H -4.950 4.799 3.559
H -3.464 5.299 1.665
H -2.505 5.343 3.117
H -1.452 8.158 1.385
H -1.841 6.726 0.642
H -0.914 6.708 2.238
H -4.498 7.470 4.469
H -3.635 6.269 4.938
C 9.539 1.087 2.212
C 8.814 0.029 2.986
C 9.813 -1.010 3.547
O 10.119 -1.879 2.495
C 10.892 -2.991 2.902
N 8.281 0.675 4.139
H 10.114 0.620 1.412
H 10.189 1.669 2.865
H 8.943 1.876 1.754
H 8.043 -0.447 2.381
H 9.420 -1.519 4.427
H 10.751 -0.532 3.830
H 10.570 -3.462 3.831
H 11.916 -2.639 3.024
H 11.020 -3.769 2.150
H 7.552 1.239 3.726
H 7.797 0.011 4.726
C 10.884 -1.327 -4.209
C 9.370 -1.614 -4.604
C 8.424 -1.396 -3.421
O 7.066 -1.708 -3.570
C 6.294 -1.562 -2.425
N 8.880 -0.729 -5.628
H 11.549 -1.233 -5.068
H 11.187 -2.032 -3.436
H 10.976 -0.339 -3.759
H 9.215 -2.651 -4.902
H 8.453 -0.347 -3.127
H 8.874 -2.014 -2.644
H 6.508 -2.070 -1.485
H 5.288 -1.834 -2.745
H 6.248 -0.503 -2.168
H 7.881 -0.869 -5.577
H 9.199 -1.020 -6.541
C 2.848 1.648 -12.627
C 1.579 1.778 -11.602
C 1.794 1.758 -10.083
O 2.042 0.439 -9.616
C 2.158 0.348 -8.166
N 0.929 3.034 -11.950
H 3.278 0.702 -12.300
H 3.497 2.509 -12.463
H 2.495 1.624 -13.658
H 0.949 0.908 -11.787
H 0.909 2.243 -9.671
H 2.703 2.349 -9.962
H 1.142 0.281 -7.776
H 2.850 1.088 -7.763
H 2.582 -0.610 -7.863
H 0.861 3.121 -12.954
H 1.462 3.868 -11.744
C -6.904 -7.007 2.249
C -7.173 -6.981 3.790
C -6.353 -5.999 4.624
O -4.942 -6.153 4.787
C -4.195 -5.075 5.382
N -8.528 -6.579 4.037
H -7.756 -7.480 1.760
H -5.965 -7.465 1.938
H -6.870 -5.998 1.840
H -7.003 -7.973 4.210
H -6.691 -5.966 5.660
H -6.430 -5.012 4.169
H -3.153 -5.246 5.653
H -4.728 -4.700 6.256
H -4.113 -4.293 4.626
H -9.058 -7.303 3.573
H -8.655 -5.711 3.537
C -9.758 1.168 0.354
C -9.388 0.044 -0.608
C -8.871 -1.376 -0.073
O -7.578 -1.340 0.581
C -6.569 -0.646 -0.153
N -10.572 -0.241 -1.376
H -10.166 1.913 -0.329
H -8.859 1.568 0.824
H -10.493 0.948 1.128
H -8.624 0.480 -1.252
H -8.855 -2.056 -0.925
H -9.640 -1.752 0.601
H -6.577 0.432 0.011
H -6.540 -0.740 -1.239
H -5.584 -0.988 0.165
H -10.499 -1.179 -1.744
H -10.536 0.175 -2.296
C -0.940 -5.867 -0.462
O -1.408 -4.964 -1.197
N -0.972 -5.743 0.848
N -0.392 -6.941 -0.851
H -1.064 -6.601 1.373
H -1.521 -4.940 1.120
H -0.467 -7.826 -0.370
H -0.349 -6.868 -1.857
C 0.216 0.748 0.789
O -0.313 0.234 1.761
N 1.233 1.569 0.952
N 0.039 0.453 -0.458
H 1.505 1.892 1.869
H 1.668 1.998 0.147
H 0.532 1.058 -1.099
H -0.661 -0.232 -0.702
C -4.679 3.285 -3.992
O -4.491 2.315 -4.752
N -3.760 3.782 -3.237
N -5.832 3.990 -3.931
H -2.921 3.249 -3.060
H -3.937 4.589 -2.655
H -5.748 4.831 -3.378
H -6.708 3.677 -4.323
C 3.610 4.235 -3.321
O 2.527 3.975 -3.014
N 3.953 4.563 -4.509
N 4.615 4.291 -2.498
H 3.204 4.705 -5.173
H 4.903 4.588 -4.850
H 4.477 4.253 -1.498
H 5.500 4.516 -2.930
C -0.360 2.829 7.307
O 0.428 3.521 6.664
N -0.997 3.203 8.379
N -0.761 1.601 6.941
H -1.836 2.720 8.666
H -0.716 4.078 8.796
H -1.397 1.241 7.639
H -0.315 1.089 6.194
C 5.190 6.618 3.395
O 5.233 5.506 2.855
N 5.890 7.596 3.060
N 4.366 6.895 4.386
H 6.751 7.511 2.539
H 5.772 8.406 3.651
H 4.403 7.868 4.653
H 3.656 6.270 4.739

* charge: 0
* lowest unoccupied orbital energy: 0.05 eV

***

Q: Which of them is the least stable? A: *B*.

***

*A*
The following is a DFT calculation (the ωB97M-V functional and the def2-TZVPD basis) of a structure of composition C4H8CsO2S.

Element x y z (Å)
Cs -0.254 4.802 0.452
C 0.839 -0.821 0.854
C 0.726 -1.298 -0.613
C -0.178 -0.343 -1.443
S -0.902 0.816 -0.265
O -2.355 0.812 -0.323
O -0.159 2.068 -0.342
C -0.393 -0.029 1.269
H 1.730 -0.193 0.913
H 1.038 -1.628 1.559
H 0.258 -2.276 -0.686
H 1.739 -1.338 -1.002
H -1.015 -0.917 -1.824
H 0.361 0.223 -2.194
H -1.297 -0.549 1.583
H -0.135 0.672 2.062

* charge: +1
* lowest unoccupied orbital energy: -3.42 eV

***

*B*
The following is a DFT calculation (the ωB97M-V functional and the def2-TZVPD basis) of a structure of composition C4H8CsO2S.

Element x y z (Å)
Cs -1.398 -4.509 -0.488
C 1.314 0.651 -0.249
C 0.594 0.809 1.171
C -0.502 -0.263 1.144
S -1.191 -0.323 -0.607
O -2.426 0.492 -0.737
O -1.105 -1.663 -1.176
C 0.243 0.631 -1.290
H 1.885 -0.276 -0.275
H 2.039 1.454 -0.382
H 0.128 1.779 1.344
H 1.272 0.636 2.007
H -1.293 -0.149 1.886
H 0.062 -1.187 1.273
H -0.188 1.630 -1.347
H 0.565 0.288 -2.274

* charge: +1
* lowest unoccupied orbital energy: -3.58 eV

***

Q: Which of them is the least stable? A: *B*.

***

*A*
The following is a DFT calculation (the ωB97M-V functional and the def2-TZVPD basis) of an isolated molecule of C2H4Cl2Si.

Element x y z (Å)
C -0.671 -0.635 -0.492
C -0.017 0.417 -0.060
Si 2.221 0.725 -0.099
Cl 2.940 -1.101 -0.576
Cl 2.807 2.066 -1.471
H -1.752 -0.668 -0.446
H -0.185 -1.506 -0.898
H -0.521 1.283 0.344
H 2.664 1.107 1.224

* charge: 0
* lowest unoccupied orbital energy: 0.75 eV

***

*B*
The following is a DFT calculation (the ωB97M-V functional and the def2-TZVPD basis) of an isolated molecule of C2H4Cl2Si.

Element x y z (Å)
C 0.526 -1.096 0.390
C -0.340 -0.211 0.028
Si -0.785 1.574 1.066
Cl -2.653 2.171 0.823
Cl -0.729 0.803 2.958
H 0.413 -2.068 -0.068
H 1.026 -0.828 1.349
H -0.845 -0.520 -0.977
H -0.015 2.780 0.637

* charge: 0
* lowest unoccupied orbital energy: 0.78 eV

***

Q: Which of them is the least stable? A: *B*.